Here is C4H8S in the gas phase at a distorted geometry from the OMol25 dataset. Energies are from wB97M-V/def2-TZVPD.

Properties
- Multiplicity: 1
- HOMO energy: -8.5 eV
- Kohn-Sham gap: 9.46 eV
- Largest force on an atom: 0.07646 hartree/bohr
- Total charge: 0
- Structure (SMILES): C=C(C)SC
- DFT total energy: -15111.19654 eV

Structure (XYZ):
```
13
Properties=species:S:1:pos:R:3:forces:R:3
C 1.0985 1.4582 -0.3883 2.1398 -1.3016 0.7803
C 0.5122 0.4975 0.3701 0.0258 -0.9088 -1.2555
C 1.1985 -0.8834 0.7286 -0.1535 3.9266 -0.1315
C -1.9731 -0.4676 -0.4421 -1.9849 1.0846 -1.0248
S -1.2174 0.6668 0.8164 -0.2238 -0.6289 0.2305
H 0.5791 2.3931 -0.5058 -0.0254 0.1601 -0.4579
H 2.2459 1.3745 -0.7646 -2.9436 0.1827 1.0330
H 1.0738 -1.0327 1.7819 -0.2951 -0.4182 0.5173
H 0.8244 -1.6864 0.1297 0.2544 -0.4592 -0.3661
H 2.2004 -0.4754 0.6018 0.6233 -1.4866 -0.3701
H -3.1468 -0.6322 -0.3061 2.7244 0.2282 0.3375
H -1.4558 -1.4074 -0.6913 -0.1704 0.3813 0.6081
H -1.9397 0.1951 -1.3301 0.0290 -0.7604 0.0992
```
Forces are in eV/Å.

Here is C4H8S in the gas phase at a distorted geometry from the OMol25 dataset. Energies are from wB97M-V/def2-TZVPD.

Properties
- Multiplicity: 1
- HOMO energy: -9.0 eV
- Kohn-Sham gap: 10.03 eV
- Largest force on an atom: 0.08051 hartree/bohr
- Total charge: 0
- Structure (SMILES): SC1CCC1
- DFT total energy: -15111.53148 eV

Structure (XYZ):
```
13
Properties=species:S:1:pos:R:3:forces:R:3
C -0.7396 -0.0473 0.5815 -1.4564 1.8704 -0.1323
C 0.2408 1.0413 0.0773 -1.4375 3.8819 0.0698
C 1.2835 0.0087 -0.3050 0.0021 -0.5259 -1.2159
C 0.2578 -1.0668 0.0896 0.2766 -3.4918 1.2687
H -2.0590 -0.0496 -1.3395 -0.1344 0.0004 -0.5401
H -0.9858 0.1378 1.6432 0.7019 -0.8857 -0.2432
H 0.4405 1.8653 0.8436 0.4222 -1.5021 -0.4493
H -0.1626 1.7757 -0.7069 0.4222 -1.6402 0.3550
H 1.5699 -0.0391 -1.3960 -0.1364 0.2641 1.2500
H 2.1541 0.0166 0.3379 0.2676 -0.0262 -0.1116
H -0.0874 -1.8364 -0.6482 0.0669 1.2328 0.0254
H 0.5658 -1.7905 0.9059 0.0603 0.9907 -0.5625
S -2.4781 -0.0156 -0.0834 0.9448 -0.1686 0.2859
```
Forces are in eV/Å.